# 1
Computed, not measured: a structure of composition C4H3NO, with wB97M-V/def2-TZVPD.

```
! RIJCOSX wB97M-V def2-TZVPD def2/J DEFGRID3
* xyz 0 1
C 0.1350 -1.1512 0.0247
C 0.5787 1.1105 0.0324
C 1.3983 -0.7078 -0.0671
C -0.4263 0.1717 -0.0029
N 1.9982 0.3641 0.0286
O -1.7438 0.4724 -0.0453
H -0.3251 -2.1076 -0.0149
H 0.6402 2.1588 -0.1417
H -2.2553 -0.3110 0.1862
*
```

Calculated values
Frontier orbital gap   0.28389 hartree
Relative energy (zero: lowest compared OMol25 entry of this formula, charge and spin)   333.7 kJ/mol

Here are the Löwdin charges for atoms 1 to 8, given in e: atom 1 (C): -0.015, atom 2 (C): 0.013, atom 3 (C): -0.098, atom 4 (C): -0.399, atom 5 (N): 0.124, atom 6 (O): 0.071, atom 7 (H): 0.095, atom 8 (H): 0.094

# 2
Computed, not measured: a cluster of 5 separate species, C15H35N5O5 in total, with wB97M-V/def2-TZVPD.

```
! RIJCOSX wB97M-V def2-TZVPD def2/J DEFGRID3
* xyz 0 1
C 3.3505 0.3303 -0.4610
C 3.5245 -0.1757 0.9220
O 3.8105 0.4713 1.9690
N 3.0955 -1.4377 1.1270
C 3.3455 -2.1147 2.4500
H 2.7955 -0.3397 -1.1900
H 4.2935 0.7203 -0.7680
H 2.9685 1.3783 -0.7880
H 2.6975 -2.0297 0.3130
H 4.3575 -2.2767 2.6590
H 3.0185 -3.1467 2.3010
H 2.6385 -1.5847 3.1250
C -0.0355 -1.5217 -2.3730
C -1.1485 -0.5267 -2.7090
O -1.2695 0.0193 -3.8290
N -1.9825 -0.0497 -1.7150
C -2.9385 1.0363 -1.8600
H 0.3705 -1.2517 -1.3510
H 0.6945 -1.4747 -3.1960
H -0.2795 -2.6597 -2.3720
H -1.7565 -0.3787 -0.8010
H -2.6435 1.9673 -2.3450
H -3.2705 1.4283 -0.9640
H -3.9285 0.8043 -2.3950
C -0.3335 -3.0567 1.2270
C -0.8215 -1.5797 1.3220
O -1.9855 -1.2367 0.9080
N 0.0975 -0.6577 1.6000
C -0.1635 0.7033 1.4600
H -0.6465 -3.4177 0.1680
H -0.9795 -3.5747 1.9630
H 0.7525 -3.2027 1.3670
H 1.1015 -0.8687 1.9450
H -1.1655 0.9893 1.2190
H 0.4295 1.0273 0.7380
H -0.1225 1.0853 2.3700
C 4.3265 3.5173 -3.3150
C 3.0805 2.6893 -3.5940
O 2.8405 2.1393 -4.7080
N 2.1545 2.6583 -2.6110
C 0.9335 1.9493 -2.8600
H 4.8265 3.8753 -4.2180
H 4.9315 2.8023 -2.7150
H 4.0785 4.1763 -2.6570
H 2.2505 3.1453 -1.7630
H 0.3135 2.0833 -1.9090
H 1.1145 0.9243 -3.2020
H 0.3405 2.2803 -3.6340
C -4.5935 0.6973 1.5390
C -4.5905 0.0713 2.8400
O -5.5385 0.3633 3.5690
N -3.6105 -0.7277 3.1670
C -3.4975 -1.6947 4.2730
H -5.5105 0.8123 1.0410
H -4.0485 -0.0037 0.8070
H -4.3255 1.6793 1.6300
H -2.8085 -0.9627 2.4380
H -2.6545 -1.6697 5.0050
H -3.5885 -2.7407 3.8580
H -4.2955 -1.4607 4.9820
*
```

Calculated values
Frontier orbital gap   0.32821 hartree
SMILES   CNC(C)=O.CNC(C)=O.CNC(C)=O.CNC(C)=O.CNC(C)=O
Relative energy (zero: lowest compared OMol25 entry of this formula, charge and spin)   480.7 kJ/mol

Here are the Löwdin charges for atoms 1 to 8, given in e: atom 1 (C): -0.011, atom 2 (C): -0.547, atom 3 (O): 0.003, atom 4 (N): -0.046, atom 5 (C): -0.041, atom 6 (H): 0.096, atom 7 (H): 0.069, atom 8 (H): 0.094

# 3
Computed, not measured: an isolated molecule of CN2O2, with wB97M-V/def2-TZVPD.

```
! RIJCOSX wB97M-V def2-TZVPD def2/J DEFGRID3
* xyz 0 1
C 0.5859 -0.1312 -0.1217
N -0.3650 -1.0484 0.0638
N -0.6930 0.2302 0.0514
O -1.6480 0.9048 -0.0022
O 2.1696 0.3003 0.0320
*
```

Calculated values
Frontier orbital gap   0.33144 hartree
Relative energy (zero: lowest compared OMol25 entry of this formula, charge and spin)   983.2 kJ/mol

So, what does the Löwdin scheme give us? The charges, in e, come out as: atom 1 (C): -0.091, atom 2 (N): 0.322, atom 3 (N): -0.204, atom 4 (O): 0.183, atom 5 (O): -0.210

# 4
Computed, not measured: a cluster of 4 separate species, C46H96O19P4 in total, with wB97M-V/def2-TZVPD.

```
! RIJCOSX wB97M-V def2-TZVPD def2/J DEFGRID3
* xyz 0 1
C -8.4672 -0.0521 0.9480
C -9.0633 -0.3878 -0.4260
O -10.3418 0.2460 -0.5559
C -8.1852 0.1007 -1.5654
C -6.8555 -0.6902 -1.6793
O -5.8262 0.2820 -1.7933
C -4.5558 -0.2571 -1.4766
C -4.4012 -0.6124 0.0141
C -4.3728 -2.1219 0.2749
O -5.0862 -2.4405 1.4768
C -4.6916 -3.7278 1.9250
C -3.8991 -3.6504 3.2419
O -2.7429 -4.4897 3.2387
C -1.8813 -4.0448 2.2520
C -1.6688 -4.8519 1.1387
C -0.8587 -4.4178 0.0986
C -0.2191 -3.1685 0.1310
C 0.6334 -2.6929 -1.0774
C 0.6788 -1.1524 -0.9799
C 2.0882 -3.2177 -0.9066
C -0.0608 -3.2420 -2.3530
C 0.2303 -2.5384 -3.6982
C -0.6584 -1.2727 -3.9180
C 1.7168 -2.2618 -3.9874
C -0.2402 -3.5497 -4.8009
C -0.4220 -2.3940 1.2708
C -1.2303 -2.8254 2.3163
C -3.5363 0.8170 -1.8513
O -3.6968 1.9641 -1.0349
C -2.5061 2.7245 -0.9667
C -1.5750 2.2339 0.1536
C -2.3158 2.0814 1.4762
O -1.5302 1.2143 2.3129
P -7.0216 -1.8540 -3.1580
C -5.6546 -1.5259 -4.3363
O -6.6853 -3.3903 -2.5670
H -9.2359 -0.0603 1.7261
H -7.6770 -0.7622 1.1994
H -8.0759 0.9691 0.9117
H -9.2298 -1.4701 -0.5148
H -10.5519 0.6783 0.2746
H -7.9749 1.1708 -1.5089
H -8.7438 -0.0439 -2.4953
H -6.7768 -1.3077 -0.7704
H -4.3198 -1.1045 -2.1372
H -3.4841 -0.1713 0.3972
H -5.2826 -0.2178 0.5283
H -4.7427 -2.7097 -0.5757
H -3.3229 -2.3933 0.4586
H -4.1804 -4.2959 1.1466
H -5.6174 -4.2799 2.1313
H -3.6398 -2.6034 3.4333
H -4.5423 -3.9624 4.0662
H -2.1842 -5.8055 1.0898
H -0.7473 -5.0803 -0.7501
H 0.9733 -0.6413 -1.8940
H -0.3284 -0.7844 -0.7467
H 1.3093 -0.8456 -0.1438
H 2.7509 -2.4292 -1.2798
H 2.3528 -3.3956 0.1344
H 2.2870 -4.0756 -1.5520
H -1.1409 -3.1825 -2.1861
H 0.2190 -4.2945 -2.4371
H -1.2081 -1.3456 -4.8546
H -0.1048 -0.3397 -3.8058
H -1.4128 -1.2911 -3.1214
H 2.3824 -3.0860 -3.7206
H 2.1040 -1.3356 -3.5583
H 1.8079 -2.1470 -5.0722
H -1.3335 -3.5239 -4.8231
H 0.1945 -3.2983 -5.7663
H 0.0263 -4.5634 -4.4887
H 0.0319 -1.4183 1.3815
H -1.3910 -2.2058 3.1930
H -3.7464 1.1261 -2.8875
H -2.5164 0.4130 -1.8284
H -1.9745 2.7425 -1.9255
H -2.7737 3.7581 -0.7273
H -0.7908 2.9781 0.3296
H -1.0540 1.3116 -0.1215
H -2.3591 3.0477 1.9956
H -3.3325 1.7074 1.3541
H -2.0965 0.9036 3.0246
H -5.9831 -1.9319 -5.2951
H -4.7537 -2.0815 -4.0565
H -5.4631 -0.4618 -4.4719
H -7.3558 -3.5559 -1.8944
O 1.6653 -6.6843 9.2283
P 1.2971 -6.9508 7.8169
O 2.6592 -7.4280 7.0794
C 3.2545 -8.6737 7.4488
C 2.5335 -9.8502 6.8161
O 1.1823 -5.4202 7.2290
C 0.8647 -4.3237 8.0860
C 2.1019 -3.4957 8.3586
O 0.3114 -7.5141 6.6627
C -1.0291 -6.9786 6.5553
C -1.1535 -6.2082 5.2627
H 3.2792 -8.7699 8.5380
H 4.2851 -8.6400 7.0965
H 1.5257 -9.9559 7.2236
H 3.0765 -10.7781 7.0007
H 2.4335 -9.7043 5.7407
H 0.4089 -4.6662 9.0150
H 0.1204 -3.7146 7.5645
H 2.8850 -4.1048 8.8102
H 1.8746 -2.6654 9.0295
H 2.5034 -3.0960 7.4263
H -1.2736 -6.3518 7.4152
H -1.7179 -7.8245 6.5523
H -0.5155 -5.3257 5.2664
H -2.1800 -5.8876 5.1008
H -0.8381 -6.8235 4.4187
O 2.6292 1.5937 -5.5247
P 3.4014 2.8224 -5.1418
O 2.3507 3.2861 -3.9578
C 2.3181 2.5426 -2.7403
C 3.4645 2.9310 -1.8240
O 2.8840 3.8215 -6.3452
C 2.6810 3.3282 -7.6722
C 1.2014 3.1865 -7.9552
O 4.3921 4.0102 -4.5817
C 5.4024 4.5719 -5.4478
C 5.0496 6.0128 -5.7362
H 2.3344 1.4668 -2.9474
H 1.3688 2.7743 -2.2549
H 4.4243 2.6269 -2.2490
H 3.3571 2.4565 -0.8475
H 3.4997 4.0119 -1.6898
H 3.2032 2.3839 -7.8287
H 3.1199 4.0586 -8.3577
H 0.7299 2.5193 -7.2338
H 1.0336 2.7913 -8.9584
H 0.7048 4.1541 -7.8698
H 5.5014 3.9957 -6.3696
H 6.3551 4.5209 -4.9182
H 4.1301 6.0831 -6.3146
H 5.8495 6.4992 -6.2959
H 4.8847 6.5583 -4.8056
O 4.5793 5.8206 0.6020
P 5.3864 6.9803 1.0492
O 4.5823 7.6378 2.2925
C 4.4647 6.9063 3.5160
C 5.7383 6.9790 4.3385
O 5.0023 8.0848 -0.1078
C 4.5976 7.6644 -1.4132
C 3.1039 7.8368 -1.5834
O 6.7855 7.7315 1.3726
C 7.7616 7.8873 0.3190
C 7.8929 9.3548 -0.0146
H 4.1922 5.8678 3.3079
H 3.6422 7.3594 4.0686
H 6.5552 6.4510 3.8416
H 5.5876 6.5294 5.3207
H 6.0531 8.0146 4.4658
H 4.8972 6.6339 -1.6075
H 5.1269 8.2975 -2.1320
H 2.5590 7.2717 -0.8268
H 2.7826 7.4982 -2.5702
H 2.8271 8.8850 -1.4623
H 7.4898 7.3031 -0.5624
H 8.7113 7.5039 0.6939
H 6.9709 9.7429 -0.4442
H 8.7024 9.5150 -0.7278
H 8.0944 9.9338 0.8872
*
```

Calculated values
Frontier orbital gap   0.25419 hartree
SMILES   C[C@@H](O)C[C@H](O[C@H](CCOCCOc1ccc(C(C)(C)CC(C)(C)C)cc1)COCCCO)P(C)O.CCOP(=O)(OCC)OCC.CCOP(=O)(OCC)OCC.CCOP(=O)(OCC)OCC

Here are the Löwdin charges for atoms 1 to 8, given in e: atom 1 (C): -0.035, atom 2 (C): -0.433, atom 3 (O): -0.042, atom 4 (C): -0.164, atom 5 (C): -0.444, atom 6 (O): -0.115, atom 7 (C): -0.316, atom 8 (C): -0.067

# 5
Computed, not measured: a structure of composition H14LiO7, with wB97M-V/def2-TZVPD.

```
! RIJCOSX wB97M-V def2-TZVPD def2/J DEFGRID3
* xyz 1 1
Li 0.1845 -0.1551 0.1206
O -1.0805 1.7369 -0.2104
H -0.5225 2.2999 -0.7344
H -1.3065 2.1479 0.5776
O -0.9915 -0.9251 1.8796
H -0.4415 -1.6371 2.1616
H -0.7665 -0.1951 2.4886
O 1.4265 -1.8321 0.4456
H 0.9605 -2.6871 0.4466
H 2.1415 -1.8881 1.0686
O -3.2675 0.1859 -0.9624
H -3.1525 -0.5271 -0.3734
H -2.4355 0.6229 -0.7084
O 1.6645 0.5929 -1.3944
H 1.9725 1.1189 -2.0984
H 2.5235 0.2129 -1.1384
O 1.5325 1.1849 1.4396
H 1.4295 2.1229 1.6376
H 2.1675 1.1799 0.7156
O -0.8245 -1.2291 -1.4234
H -0.1205 -1.7431 -1.8464
H -1.0935 -0.5871 -2.0924
*
```

Calculated values
Frontier orbital gap   0.36932 hartree
Relative energy (zero: lowest compared OMol25 entry of this formula, charge and spin)   61.2 kJ/mol

Here are the Löwdin charges for atoms 1 to 8, given in e: atom 1 (Li): 0.703, atom 2 (O): -0.017, atom 3 (H): 0.072, atom 4 (H): 0.043, atom 5 (O): -0.058, atom 6 (H): 0.027, atom 7 (H): 0.069, atom 8 (O): -0.072

The HOMO results, record by record, are as follows: -8.7; -8.9; -10.8; -7.9; -13.7 eV.